Formula: C4H7O3
Source: OMol25
Level of theory: ωB97M-V/def2-TZVPD

Each line ends with the natural charge from an NBO analysis.
Cartesian coordinates (Å):
O1 -2.544 -1.768 -1.020  -0.4997
C1 -1.611 -1.027 -0.961  0.4586
C2 -1.216 -0.039 -2.025  -0.7161
H1 -0.866 -1.181 -0.149  0.1183
H2 -0.184 -0.267 -2.293  0.2488
H3 -1.254 0.988 -1.667  0.2408
H4 -1.857 -0.198 -2.892  0.2234
O2 -0.378 0.101 1.666  -0.2773
C3 0.675 0.288 1.045  0.7174
O3 0.915 0.227 -0.167  -0.6001
C4 1.869 0.671 1.947  -0.6384
H5 2.549 1.363 1.463  0.2501
H6 1.498 1.094 2.876  0.2277
H7 2.403 -0.252 2.177  0.2465

**Highest occupied orbital energy (alpha / beta)**: -0.3587 / -0.3510 Eh
**Gap between HOMO and LUMO (alpha / beta)**: 0.3858 / 0.2086 Ha
**Molar mass**: 103.10 g/mol
**2S+1**: 2

=====

Formula: C4H7O3S
Source: OMol25
Level of theory: ωB97M-V/def2-TZVPD

Each line ends with the natural charge from an NBO analysis.
Cartesian coordinates (Å):
C1 0.767 2.438 -0.727  0.5913
C2 0.228 -2.037 0.193  -0.6999
C3 0.878 1.880 0.512  -0.2935
C4 -0.841 -1.468 -0.832  -0.1807
O1 -0.509 1.981 -1.308  -0.8604
O2 1.536 3.050 -1.437  -0.7514
O3 -0.152 1.203 1.155  -0.7432
S1 -1.985 -2.466 -1.521  -0.0700
H1 0.571 -2.919 -0.433  0.2284
H2 -0.310 -2.068 1.165  0.2459
H3 0.969 -1.308 0.180  0.2319
H4 1.507 2.343 1.181  0.1502
H5 -0.677 -0.414 -1.062  0.2218
H6 -0.617 0.732 0.453  0.4603
H7 -0.967 2.589 -1.880  0.4694

**Highest occupied orbital energy**: -0.0718 Eh
**Charge**: -1
**Gap between HOMO and LUMO**: 0.1649 Ha
**Molar mass**: 135.16 g/mol
**2S+1**: 1

=====

Formula: C4H7O3Yb
Source: OMol25
Level of theory: ωB97M-V/def2-TZVPD

Each line ends with the natural charge from an NBO analysis.
Cartesian coordinates (Å):
O1 -0.103 -1.253 -0.852  -1.1110
Yb1 -0.453 -0.628 1.217  2.3428
O2 -1.850 0.753 0.872  -0.9367
C1 -1.802 1.528 -0.281  -0.1427
C2 -0.394 1.658 -0.853  0.0848
O3 0.528 1.328 0.187  -0.6066
C3 1.852 1.676 0.066  0.1238
C4 2.826 0.839 0.408  -0.4439
H1 -2.212 2.549 -0.144  0.2147
H2 -2.424 1.061 -1.078  0.2173
H3 -0.176 2.703 -1.102  0.2133
H4 -0.133 0.072 -1.656  0.3778
H5 2.009 2.505 -0.627  0.2124
H6 2.619 -0.225 0.540  0.2006
H7 3.859 1.146 0.253  0.2535

**Highest occupied orbital energy (alpha / beta)**: -0.4747 / -0.5020 Eh
**Charge**: +1
**Gap between HOMO and LUMO (alpha / beta)**: 0.2658 / 0.2849 Ha
**Molar mass**: 276.14 g/mol
**2S+1**: 3

=====

Formula: C4H7P
Source: OMol25
Level of theory: ωB97M-V/def2-TZVPD

Each line ends with the natural charge from an NBO analysis.
Cartesian coordinates (Å):
C1 1.941 1.734 0.229  -0.1821
C2 1.357 0.771 -0.208  -0.4504
C3 -2.472 0.887 -0.394  -0.5076
C4 0.906 -1.852 0.274  -0.9511
P1 0.499 -0.537 -0.968  0.6472
H1 2.444 2.558 0.644  0.2315
H2 -2.998 0.020 -0.054  0.1664
H3 -2.610 1.223 -1.397  0.1703
H4 -2.048 1.556 0.333  0.1711
H5 0.447 -2.788 -0.042  0.2287
H6 0.544 -1.588 1.267  0.2374
H7 1.990 -1.983 0.317  0.2387

**Highest occupied orbital energy (alpha / beta)**: -0.3157 / -0.2894 Eh
**Gap between HOMO and LUMO (alpha / beta)**: 0.2836 / 0.2997 Ha
**Molar mass**: 86.07 g/mol
**2S+1**: 1

=====

Formula: C4H8
Source: OMol25
Level of theory: ωB97M-V/def2-TZVPD

Each line ends with the natural charge from an NBO analysis.
Cartesian coordinates (Å):
C1 1.567 -0.263 -0.263  -0.5982
C2 0.413 0.550 0.325  -0.4379
C3 -0.843 -0.267 0.409  -0.1608
C4 -1.963 0.006 -0.254  -0.4086
H1 1.314 -0.579 -1.268  0.2060
H2 1.836 -1.148 0.321  0.2046
H3 2.457 0.349 -0.305  0.2080
H4 0.687 0.846 1.353  0.2060
H5 0.211 1.449 -0.246  0.2040
H6 -0.783 -1.184 1.011  0.1918
H7 -2.038 0.858 -0.906  0.1869
H8 -2.857 -0.615 -0.175  0.1983

**Highest occupied orbital energy**: -0.3531 Eh
**Gap between HOMO and LUMO**: 0.4006 Ha
**Molar mass**: 56.11 g/mol
**2S+1**: 1
**SMILES**: C=CCC

=====

Formula: C4H8
Source: OMol25
Level of theory: ωB97M-V/def2-TZVPD

Each line ends with the natural charge from an NBO analysis.
Cartesian coordinates (Å):
C1 0.454 1.364 0.142  -0.7101
C2 -0.246 0.083 -0.007  0.3240
C3 -1.358 -0.321 0.646  -0.0181
C4 0.597 -1.051 -0.609  -0.7263
H1 1.518 1.252 0.395  0.2877
H2 -0.002 1.969 0.917  0.2599
H3 0.198 1.886 -0.763  0.3039
H4 -1.596 -1.321 0.522  0.2069
H5 -2.060 0.258 1.105  0.2140
H6 1.148 -0.631 -1.532  0.2773
H7 0.053 -2.026 -0.989  0.2719
H8 1.295 -1.461 0.171  0.3088

**Highest occupied orbital energy (alpha / beta)**: -0.6260 / -0.6584 Eh
**Charge**: +1
**Gap between HOMO and LUMO (alpha / beta)**: 0.4420 / 0.3249 Ha
**Molar mass**: 56.11 g/mol
**2S+1**: 2

=====

Formula: C4H8Ag3BBr4F4
Source: OMol25
Level of theory: ωB97M-V/def2-TZVPD

Each line ends with the natural charge from an NBO analysis.
Cartesian coordinates (Å):
Ag1 -15.512 18.344 5.776  0.9914
Ag2 -14.478 15.516 8.151  0.9949
Ag3 -18.305 16.369 9.554  0.9623
B1 -16.804 18.493 8.545  1.3041
F1 -17.938 18.426 7.749  -0.5416
F2 -17.080 18.357 9.893  -0.5431
F3 -15.932 17.421 8.083  -0.6624
F4 -16.135 19.692 8.305  -0.5314
Br1 -20.589 22.098 14.260  0.0316
C1 -20.013 21.034 12.680  -0.4428
C2 -19.787 19.618 13.157  -0.3971
Br2 -19.531 18.434 11.612  -0.1211
H1 -19.078 21.549 12.477  0.2254
H2 -20.715 21.168 11.865  0.2383
H3 -20.656 19.300 13.725  0.2498
H4 -18.892 19.596 13.769  0.2419
Br3 -15.011 18.728 13.318  -0.0242
C3 -15.342 20.071 11.900  -0.4338
C4 -14.375 21.223 11.945  -0.4317
Br4 -14.663 22.264 10.288  -0.0103
H5 -16.354 20.488 11.919  0.2190
H6 -15.363 19.422 11.031  0.2071
H7 -13.360 20.835 11.938  0.2300
H8 -14.581 21.897 12.766  0.2439

**Highest occupied orbital energy**: -0.5189 Eh
**Charge**: +2
**Gap between HOMO and LUMO**: 0.1431 Ha
**Molar mass**: 786.13 g/mol
**2S+1**: 1

=====

Formula: C4H8AlF5GdNO
Source: OMol25
Level of theory: ωB97M-V/def2-TZVPD

Each line ends with the Mulliken spin population.
Cartesian coordinates (Å):
C1 2.605 -1.145 0.640  0.0059
O1 2.238 -0.940 -0.763  0.3963
C2 2.030 0.460 -1.009  0.3461
Al1 0.028 0.993 -0.793  0.0986
N1 -0.095 2.229 0.653  0.0344
C3 -1.099 -0.716 -0.567  0.0318
F1 -0.522 -1.710 0.269  0.0043
F2 -1.189 -1.308 -1.874  0.0011
C4 -2.626 -0.476 -0.106  -0.1807
F3 -3.492 -1.165 -0.980  0.0189
F4 -2.773 -1.161 1.210  0.0241
F5 -2.992 0.893 0.024  -0.0596
H1 1.837 -0.719 1.364  0.0030
H2 2.615 -2.281 0.801  0.0015
H3 3.666 -0.771 0.866  0.0088
H4 2.731 1.117 -0.373  0.0293
H5 2.280 0.619 -2.122  0.0229
H6 -0.415 1.749 -2.122  0.0503
H7 -1.049 2.363 1.004  0.0007
H8 0.581 2.057 1.406  -0.0009
Gd1 -4.357 -0.090 2.471  6.1633

**Highest occupied orbital energy (alpha / beta)**: -0.5457 / -0.5434 Eh
**Charge**: +2
**Gap between HOMO and LUMO (alpha / beta)**: 0.1780 / 0.1627 Ha
**Molar mass**: 365.34 g/mol
**2S+1**: 8